One molecule with the formula C2H5NOS at a distorted geometry. Source: the Open Molecules 2025 dataset; level of theory: ωB97M-V with the def2-TZVPD basis set.

Values from the calculation:
ΔE to the lowest compared entry with this formula, charge and spin ... 146.3 kJ/mol
E_LUMO ... 0.766 eV
SMILES ... CSC(N)=O
HOMO-LUMO gap ... 9.94 eV
HOMO level ... -9.2 eV
Maximum force ... 6.05 eV/A

Each line ends with the natural charge from an NBO analysis.
Geometry (Å):
C 2.06 0.30 0.25  -0.6899
C -0.72 0.35 -0.14  0.4886
H 1.76 0.83 1.22  0.2220
H 2.88 -0.34 0.45  0.2309
H 2.08 1.17 -0.36  0.2357
H -2.58 0.15 0.41  0.3741
H -2.09 -1.40 -0.06  0.3944
N -1.81 -0.55 0.37  -0.8936
O -0.69 1.50 -0.17  -0.5524
S 0.50 -0.78 -0.22  0.1900